Run P
The following is a quantum chemistry calculation of a structure of composition C56H45N8O5SeSn, from the OMol25 dataset.

Frontier orbital gap in eV: 6.4
HOMO energy in eV: -5.20
Total charge: -1
Spin multiplicity: 1
LUMO in eV: 1.20

XYZ file:
```
116
C56H45N8O5SeSn ωB97M-V/def2-TZVPD
Sn -20.36483 -8.86774 4.41868
O -21.28284 -10.06279 12.66168
C -21.60858 -8.92465 12.30724
O -22.37515 -8.08594 12.85650
C -20.93143 -8.48800 10.97475
C -19.94553 -9.28134 10.43657
C -19.31884 -8.82797 9.26567
N -19.66812 -7.71132 8.58491
C -20.64045 -7.00293 9.08460
C -21.28452 -7.33196 10.29558
C -21.08181 -5.75096 8.40722
C -21.31730 -4.58284 9.11940
C -21.77301 -3.47682 8.47951
C -21.92224 -3.51971 7.07393
C -21.56410 -4.66059 6.44104
N -21.10549 -5.74952 7.08006
C -18.31710 -9.67557 8.50893
C -18.76204 -10.90863 8.09264
C -18.00189 -11.64606 7.21953
C -16.70818 -11.18139 6.89376
C -16.35247 -9.98764 7.46874
N -17.11570 -9.18373 8.22194
H -19.60018 -10.13317 11.01375
H -22.04651 -6.73857 10.77215
H -21.10009 -4.68550 10.15639
H -21.93895 -2.55008 8.99322
H -22.11705 -2.61070 6.51122
H -21.47736 -4.71981 5.36339
H -19.72794 -11.24037 8.43638
H -18.38671 -12.59670 6.85748
H -16.08609 -11.75775 6.25796
H -15.36893 -9.57619 7.20383
O -22.31423 -9.71518 4.06325
C -22.86433 -10.48406 5.09803
C -21.78503 -11.17580 6.05751
C -20.77923 -11.89914 5.25448
C -20.79022 -13.24932 5.20202
C -19.85859 -13.86474 4.40230
C -18.91585 -13.13621 3.69678
C -18.93027 -11.73301 3.76509
C -18.03123 -10.79282 2.95765
C -18.87844 -9.97294 1.86314
O -19.72703 -9.09870 2.43954
C -17.73664 -9.18422 1.22136
C -16.94512 -9.62887 0.16881
C -15.80989 -8.98087 -0.22393
C -15.36774 -7.89117 0.51060
C -16.20231 -7.34321 1.48584
C -17.35255 -8.00871 1.82779
C -19.69512 -10.88381 0.90491
C -20.94014 -10.41158 0.48433
C -21.78864 -11.21278 -0.30556
C -21.39699 -12.49623 -0.60373
C -20.09586 -12.91033 -0.28607
C -19.23390 -12.12194 0.45029
N -19.88531 -11.15708 4.51601
C -23.80649 -9.61147 5.93744
C -24.72805 -8.79555 5.30422
C -25.51171 -7.95487 6.03043
C -25.51169 -8.01514 7.37827
C -24.63497 -8.83034 8.06518
C -23.79632 -9.65721 7.31031
C -23.65991 -11.57730 4.37703
C -24.74804 -12.19078 4.99644
C -25.43629 -13.18346 4.41934
C -25.03745 -13.62690 3.14276
C -23.96676 -13.04069 2.54046
C -23.23426 -12.01528 3.12192
H -21.30690 -10.44390 6.68779
H -22.29717 -11.88127 6.78858
H -21.49209 -13.85617 5.76705
H -19.87452 -14.97485 4.40016
H -18.20275 -13.63079 3.03212
H -17.67397 -10.00128 3.60681
H -17.11428 -11.24160 2.55452
H -17.15425 -10.60001 -0.25363
H -15.21478 -9.49376 -0.97548
H -14.38440 -7.44731 0.33030
H -15.93931 -6.47575 2.03370
H -18.00163 -7.60180 2.56564
H -21.13537 -9.43166 0.81852
H -22.80782 -10.86518 -0.59564
H -22.03080 -13.17640 -1.13602
H -19.82786 -13.88579 -0.66075
H -18.28034 -12.56368 0.79076
H -24.79112 -8.84631 4.21724
H -26.28331 -7.33900 5.59951
H -26.22308 -7.48395 7.98957
H -24.58624 -8.80446 9.17672
H -23.02926 -10.18879 7.79986
H -25.14540 -11.75226 5.91810
H -26.29191 -13.59703 4.88583
H -25.57502 -14.45082 2.66009
H -23.71168 -13.34800 1.56858
H -22.37444 -11.53837 2.59418
N -22.02397 -5.59528 1.87935
C -22.07120 -6.79009 2.51768
N -23.02071 -7.66850 2.24657
O -21.19151 -7.01569 3.38578
H -22.74320 -5.31984 1.24983
H -21.30617 -4.93536 2.16189
H -23.73653 -7.46539 1.55808
H -23.06768 -8.48327 2.86117
Se -17.09786 -3.84557 2.43589
N -18.08327 -4.67222 3.65994
C -17.19555 -5.25012 4.47125
C -17.59993 -5.92800 5.63868
C -16.63575 -6.35125 6.51819
C -15.25923 -6.10186 6.23183
C -14.81955 -5.40562 5.15575
C -15.76536 -4.99511 4.18952
N -15.53170 -4.30466 3.14220
H -18.63622 -6.10012 5.83017
H -16.91351 -7.05682 7.27740
H -14.53815 -6.47954 6.95104
H -13.81976 -5.12357 4.99334
```



Run Q
The following is a quantum chemistry calculation of a structure of composition C56H45N8O5SeSn, from the OMol25 dataset.

Frontier orbital gap in eV: 7.3
HOMO energy in eV: -5.80
Total charge: -1
Spin multiplicity: 1
LUMO in eV: 1.50

XYZ file:
```
116
C56H45N8O5SeSn ωB97M-V/def2-TZVPD
Sn -0.14061 -0.91692 -0.15645
O 2.97844 -0.54515 -5.79545
C 2.60979 0.61957 -5.61592
O 1.97466 1.39908 -6.32224
C 2.84616 1.13891 -4.16912
C 3.20692 0.14131 -3.25557
C 3.35935 0.46253 -1.90994
N 3.05165 1.71530 -1.49832
C 2.65189 2.62845 -2.38354
C 2.54709 2.42266 -3.75215
C 1.91809 3.82739 -1.74694
C 0.80192 4.32908 -2.33627
C -0.00270 5.21760 -1.59062
C 0.41001 5.67461 -0.37472
C 1.63260 5.18290 0.09523
N 2.34736 4.24675 -0.53448
C 3.75749 -0.61906 -0.93930
C 3.32563 -1.88953 -1.14861
C 3.79832 -2.84383 -0.23238
C 4.62064 -2.48633 0.78363
C 4.99603 -1.12619 0.84772
N 4.56444 -0.18155 0.05486
H 3.46476 -0.80132 -3.64882
H 2.23843 3.15825 -4.44243
H 0.46618 3.93192 -3.28853
H -0.99574 5.55077 -1.94675
H -0.27436 6.34074 0.14885
H 1.89576 5.49681 1.12582
H 2.52691 -2.16085 -1.94010
H 3.52742 -3.90491 -0.30083
H 5.03406 -3.09763 1.54481
H 5.75424 -0.73822 1.51323
O -1.17436 -1.44232 -1.78035
C -1.39543 -0.60199 -2.92036
C -0.67995 0.80227 -2.84381
C -1.32611 1.63165 -1.68983
C -2.18890 2.69367 -1.81721
C -2.78217 3.23373 -0.69735
C -2.48562 2.73122 0.54011
C -1.63138 1.70956 0.66176
C -1.18268 1.01269 1.93466
C -1.92037 -0.35157 2.13573
O -1.90034 -1.10029 0.93830
C -3.41713 -0.01208 2.45876
C -3.84997 0.50227 3.70200
C -5.15418 0.94816 3.86629
C -6.01586 0.87525 2.77596
C -5.59039 0.40799 1.55087
C -4.32598 -0.20275 1.44235
C -1.29118 -1.09773 3.29663
C -0.66468 -0.42945 4.32697
C -0.15677 -1.13392 5.40136
C -0.10345 -2.54191 5.33966
C -0.68978 -3.22683 4.29935
C -1.33226 -2.51289 3.30254
N -1.05983 1.22326 -0.43860
C -0.94087 -1.49204 -4.15649
C -0.04899 -1.02407 -5.14109
C 0.17764 -1.85560 -6.28804
C -0.24037 -3.13450 -6.37520
C -1.04081 -3.65578 -5.37042
C -1.33759 -2.87166 -4.25537
C -2.90041 -0.37365 -3.07798
C -3.43921 0.32323 -4.16736
C -4.74422 0.79230 -4.06796
C -5.53482 0.48889 -2.97196
C -5.01596 -0.34437 -1.98811
C -3.65659 -0.71387 -1.97853
H -0.68941 1.31005 -3.79428
H 0.38729 0.61256 -2.68722
H -2.32986 3.00643 -2.82675
H -3.41549 4.15198 -0.75449
H -3.07680 3.05232 1.36839
H -1.54303 1.73771 2.73123
H -0.10377 0.91527 2.00721
H -3.10743 0.55238 4.50130
H -5.47080 1.38965 4.83399
H -7.08592 1.27704 2.81812
H -6.32499 0.30673 0.77156
H -4.02530 -0.61472 0.49719
H -0.56389 0.65070 4.31548
H 0.26602 -0.59558 6.21618
H 0.34098 -3.09657 6.14945
H -0.58145 -4.30104 4.21803
H -1.90132 -2.99349 2.59645
H 0.34261 -0.00456 -5.15833
H 0.87620 -1.43651 -6.93572
H -0.05368 -3.68884 -7.26499
H -1.37742 -4.71770 -5.45011
H -1.96103 -3.22759 -3.43737
H -2.90284 0.68168 -5.01106
H -5.16677 1.43827 -4.84615
H -6.55610 0.87618 -2.94754
H -5.62949 -0.64144 -1.12850
H -3.24012 -1.28761 -1.17178
N 2.48357 1.38513 1.47946
C 3.23736 2.04736 2.45855
N 3.72255 3.22912 2.07808
O 3.45457 1.63558 3.60249
H 2.74577 1.52205 0.47809
H 2.29191 0.42564 1.76567
H 3.66560 3.53530 1.12436
H 4.39522 3.72180 2.67578
Se 3.29356 -0.19914 5.27556
N 3.10470 -1.19891 3.74225
C 2.98067 -2.43589 4.20493
C 2.94488 -3.59672 3.32471
C 2.87860 -4.81858 3.83914
C 2.88545 -4.96707 5.27830
C 2.90984 -3.96368 6.13496
C 3.01047 -2.62309 5.61365
N 3.14097 -1.58896 6.38762
H 3.00859 -3.29909 2.23628
H 2.89071 -5.62940 3.16702
H 3.01053 -5.97412 5.60729
H 2.98643 -3.99065 7.18355
```



run P has the most favorable energy; the next structure is 40.3 kJ/mol above.



Run P
The following is a quantum chemistry calculation of a structure of composition B3H12Sn, from the OMol25 dataset.

Frontier orbital gap in eV: 8.1
HOMO energy in eV: -5.12
Total charge: -1
Spin multiplicity: 1
LUMO in eV: 3.00

XYZ file:
```
16
B3H12Sn ωB97M-V/def2-TZVPD
Sn -0.93264 -0.84789 -0.47856
B 0.35271 0.66663 1.18836
H 0.79895 0.47196 0.22544
H 0.05495 1.70330 1.21819
H -0.53204 0.05278 1.25652
H 1.06372 0.49314 1.98121
B 1.46743 -1.84148 0.30230
H 1.85760 -0.88477 0.61328
H 2.24526 -2.58922 0.31226
H 0.70576 -2.17356 0.99065
H 1.02261 -1.77336 -0.67838
B -1.62862 1.35034 -1.38750
H -2.38304 0.83164 -0.81650
H -0.71205 1.30755 -0.81978
H -1.45612 0.86171 -2.33392
H -1.92454 2.37116 -1.57351
```



Run Q
The following is a quantum chemistry calculation of a structure of composition B3H12Sn, from the OMol25 dataset.

Frontier orbital gap in eV: 4.6
HOMO energy in eV: -6.68
Total charge: -1
Spin multiplicity: 1
LUMO in eV: -2.11

XYZ file:
```
16
B3H12Sn ωB97M-V/def2-TZVPD
Sn 0.21838 0.62096 0.43740
B 1.67713 -3.05323 0.62982
H 1.93590 -2.50687 1.52357
H 1.97647 -2.50296 -0.24873
H 2.16467 -4.01525 0.66258
H 0.61346 -3.23261 0.60402
B -1.22912 -1.46280 -2.76451
H -1.30871 -2.35750 -3.36236
H -1.70684 -1.66473 -1.81834
H -0.19969 -1.20964 -2.56346
H -1.63238 -0.57000 -3.21676
B -0.47423 4.41701 2.02868
H -1.32873 3.90498 1.61410
H 0.32915 4.22597 1.33418
H -0.76704 5.44768 2.15608
H -0.26843 3.95899 2.98372
```



run P has the most favorable energy; the next structure is 584.0 kJ/mol above.



Run P
The following is a quantum chemistry calculation of an isolated molecule of C5H6N4, from the OMol25 dataset.

Frontier orbital gap in eV: 9.1
HOMO energy in eV: -9.03
Spin multiplicity: 1
Structure (SMILES): [H]/N=C1/NC=C(C#N)CN1
LUMO in eV: 0.05

XYZ file:
```
15
C5H6N4 ωB97M-V/def2-TZVPD
H 3.56253 0.70259 -0.30181
N 3.11954 -0.25955 0.11152
C 1.88295 -0.07032 -0.01838
N 0.98292 -1.14681 -0.15970
C -0.44450 -1.11817 0.08510
C -1.11057 0.04970 0.00775
C -2.53833 0.07885 0.16085
N -3.75163 -0.19206 -0.13236
C -0.31612 1.31996 0.11123
N 1.14974 1.09991 -0.15192
H 1.50562 -2.08561 0.43817
H -0.71613 -2.13835 -0.11299
H -0.71750 1.80612 -0.72829
H -0.67398 1.80055 0.94789
H 1.69484 1.84416 0.00494
```



Run Q
The following is a quantum chemistry calculation of an isolated molecule of C5H6N4, from the OMol25 dataset.

Frontier orbital gap in eV: 9.3
HOMO energy in eV: -9.36
Spin multiplicity: 1
LUMO in eV: -0.07

XYZ file:
```
15
C5H6N4 ωB97M-V/def2-TZVPD
C 0.78276 0.44794 -1.29673
C 0.49573 3.02446 -1.64450
C 0.26303 0.27508 -0.03532
C -0.46867 -2.16157 0.50904
C 0.60450 -1.04719 0.59657
N 1.08556 0.32927 -2.39932
N -0.20197 2.84128 -0.74425
N -0.52952 1.01260 0.69517
N -0.77766 2.26565 0.34250
H -1.42376 -1.83833 1.00195
H -0.02578 -3.07283 1.08749
H -0.61656 -2.68371 -0.46574
H 1.53843 -1.36678 -0.06626
H 0.83758 -0.84362 1.63625
H -1.56366 2.81772 0.78314
```



run P has the most favorable energy; the next structure is 135.9 kJ/mol above.